# C6H10N2O

A single C6H10N2O molecule (the ωB97M-V functional and the def2-TZVPD basis, OMol25).

Each line ends with the Mulliken charge.
Positions of all 19 atoms, in Å:
C1 1.23 -0.04 0.98  -0.72
C2 -0.56 -0.16 -2.81  -1.22
C3 -0.88 0.51 2.32  -1.24
C4 0.97 -0.99 -0.19  0.84
C5 -0.09 -0.29 -1.41  0.10
C6 0.14 0.95 1.30  0.73
N1 -0.52 -1.15 -0.55  -0.17
N2 0.02 2.10 0.76  -0.74
O1 1.76 -1.86 -0.53  -0.67
H1 -1.12 -1.97 -0.72  0.26
H2 0.78 2.25 0.08  0.27
H3 1.45 -0.68 1.83  0.32
H4 2.16 0.48 0.73  0.34
H5 0.25 -0.49 -3.46  0.28
H6 -0.74 0.89 -3.05  0.29
H7 -1.46 -0.75 -3.02  0.34
H8 -1.66 1.27 2.43  0.36
H9 -0.40 0.34 3.29  0.33
H10 -1.33 -0.44 2.02  0.30

Summary:
electronic energy: -419.26543 a.u.
lowest unoccupied orbital energy: 0.66 eV
gap between HOMO and LUMO: 9.463 eV
relative energy (zero: lowest compared OMol25 entry of this formula, charge and spin): 76.0 kcal per mole